{
  "formula": "C6H14N2",
  "method": "ωB97M-V/def2-TZVPD",
  "elements": ["C", "C", "C", "N", "H", "H", "H", "H", "H", "C", "C", "C", "N", "H", "H", "H", "H", "H", "H", "H", "H", "H"],
  "coordinates": [[2.91, 0.56, -0.73], [1.72, 0.13, 0.02], [1.27, -0.41, 1.03], [0.86, -0.94, 2.19], [3.83, 0.15, -0.29], [2.97, 1.65, -0.75], [2.83, 0.18, -1.75], [0.00, -0.56, 2.54], [0.89, -1.94, 2.25], [-1.43, 1.31, 0.49], [-1.97, -0.10, 0.31], [-1.22, -1.05, -0.89], [-0.51, -0.38, -1.89], [-0.51, 1.33, 1.08], [-2.13, 1.94, 1.05], [-1.26, 1.81, -0.47], [-2.00, -0.64, 1.26], [-2.99, -0.03, -0.07], [-0.52, -1.68, -0.34], [-2.04, -1.66, -1.28], [-1.14, 0.25, -2.40], [0.42, 0.07, -1.34]],
  "spin_multiplicity": 1,
  "de_lowest_kj_mol": 330.8,
  "total_energy_ev": -9426.056,
  "total_charge": 0,
  "homo_lumo_gap_ev": 8.92,
  "largest_force_ha_per_bohr": 0.0791
}